[1]
# C20H28N4O8S

One molecule with the formula C20H28N4O8S (ωB97M-V with the def2-TZVPD basis set, the Open Molecules 2025 dataset).

* E_LUMO: 0.4 eV
* Kohn-Sham gap: 9.2 eV

```
61
Properties=species:S:1:pos:R:3:mulliken_charge:R:1
C 3.70 3.96 -0.85 -1.0490
C 4.38 3.47 0.41 -0.2727
O 4.05 2.11 0.70 -0.4387
C 2.90 1.90 1.35 0.5285
O 2.15 2.79 1.71 -0.8205
N 2.67 0.59 1.57 0.3790
C 1.44 0.14 2.18 -0.9658
C 0.90 -1.05 1.41 -0.7826
N 1.84 -2.15 1.51 0.2431
C 1.56 -3.47 1.45 0.8254
O 2.41 -4.32 1.61 -0.6837
C 0.11 -3.88 1.18 -0.8048
O -0.24 -3.72 -0.20 -0.3711
C -1.19 -2.85 -0.54 1.1175
O -1.72 -2.08 0.22 -0.5224
C -1.51 -3.00 -2.02 -1.1525
N -2.63 -2.22 -2.47 0.1395
C -3.92 -2.43 -1.86 -0.9175
S -2.28 -0.72 -3.11 1.3233
O -3.49 -0.25 -3.72 -0.7446
O -1.11 -0.90 -3.92 -0.7558
C -1.85 0.36 -1.76 -0.1019
C -2.82 0.83 -0.89 -0.4069
C -2.47 1.69 0.14 -1.2258
C -1.14 2.09 0.29 0.2860
N -0.71 2.94 1.30 0.0032
C -1.44 3.51 2.31 0.7919
C -0.59 4.40 3.18 -1.1759
O -2.63 3.34 2.48 -0.6340
C -0.17 1.61 -0.61 -0.0541
C -0.53 0.75 -1.62 -0.2147
C 3.23 -1.77 1.73 -1.2473
C 3.54 -0.45 1.05 -0.4651
H 4.04 4.96 -1.09 0.4056
H 3.93 3.30 -1.69 0.3054
H 2.62 3.99 -0.71 0.2282
H 5.47 3.47 0.29 0.3363
H 4.10 4.09 1.27 0.2997
H 0.72 0.96 2.16 0.1980
H 1.61 -0.14 3.23 0.4089
H -0.07 -1.33 1.81 0.7664
H 0.75 -0.77 0.36 0.1964
H -0.61 -3.33 1.80 0.4452
H 0.04 -4.95 1.39 0.3587
H -1.68 -4.06 -2.22 0.4230
H -0.65 -2.68 -2.62 0.3247
H -3.91 -2.19 -0.79 0.3236
H -4.22 -3.46 -1.99 0.3097
H -4.61 -1.78 -2.38 0.3332
H -3.84 0.54 -1.04 0.4628
H -3.21 2.06 0.82 0.5635
H 0.29 3.13 1.31 0.0900
H -1.09 4.56 4.14 0.3852
H 0.40 3.97 3.34 0.2745
H -0.47 5.37 2.69 0.2934
H 0.85 1.94 -0.50 0.3123
H 0.19 0.38 -2.33 0.5059
H 3.43 -1.70 2.80 0.2498
H 3.86 -2.57 1.32 0.5440
H 3.40 -0.54 -0.04 0.2604
H 4.58 -0.17 1.23 0.5656
```

[2]
# C20H28N7O6

A 2-piece molecular cluster, C20H28N7O6 overall (ωB97M-V with the def2-TZVPD basis set, the Open Molecules 2025 dataset).

* E_LUMO: -2.9 eV
* Kohn-Sham gap: 8.3 eV
* energy above the lowest of the compared OMol25 structures with the same formula, charge and spin: 38.9 kJ/mol
* total charge: +1

```
61
Properties=species:S:1:pos:R:3:mulliken_charge:R:1
O 7.17 5.12 -1.87 -0.5368
O 4.22 -0.85 0.67 -0.5595
O -5.22 -1.35 0.45 -0.6799
O -2.33 -4.82 0.24 -0.6913
N 0.63 -2.57 -1.46 -0.2552
O 5.16 5.19 -2.90 -0.4556
O 1.22 -1.35 -1.00 -0.1909
C 6.00 4.76 -1.94 0.1883
C 3.46 -0.54 -0.25 0.3743
C -4.96 -1.37 -0.75 0.8425
C -3.17 -3.94 0.13 0.0387
C 1.59 -3.47 -1.49 -0.3879
C 2.82 -2.87 -1.06 -0.4484
C 2.54 -1.57 -0.76 0.3630
C -0.76 2.81 1.93 0.8586
C 5.35 3.11 1.39 -0.7852
C 5.85 3.99 0.42 -0.4358
C 4.53 2.05 1.02 -0.2319
C 4.63 2.77 -1.28 -0.3708
C 5.48 3.84 -0.92 0.2352
C 4.18 1.85 -0.33 0.4104
N -0.46 2.49 3.16 -0.3299
N 3.39 0.76 -0.74 -0.0723
N -4.43 -4.11 0.53 -0.0445
N -0.95 1.90 1.00 -0.0712
N -3.83 -1.88 -1.24 -0.1247
N -0.87 4.08 1.65 -0.3765
C -5.94 -0.80 -1.74 -1.4860
C -4.98 -5.34 1.10 -0.9714
C -0.97 0.43 1.21 -1.0241
C -1.74 -0.28 0.10 -0.6368
C -2.06 -1.72 0.54 -1.6094
C -2.75 -2.61 -0.52 0.1231
H 5.70 5.79 -3.44 0.3492
H 1.46 -4.51 -1.79 0.4450
H 3.79 -3.37 -0.96 0.4353
H 5.63 3.24 2.43 0.4009
H 6.52 4.79 0.72 0.4374
H 4.18 1.37 1.79 0.4770
H 4.37 2.65 -2.33 0.3742
H -0.35 1.52 3.39 0.1983
H -0.32 3.19 3.86 0.1885
H 2.91 0.85 -1.63 0.2103
H -5.03 -3.29 0.50 0.1460
H -1.17 2.22 0.07 0.2260
H -3.73 -1.83 -2.25 0.2674
H -1.09 4.38 0.72 0.1897
H -0.71 4.77 2.36 0.1876
H -5.48 0.01 -2.30 0.3548
H -6.27 -1.58 -2.43 0.3444
H -6.81 -0.41 -1.21 0.3914
H -4.67 -6.19 0.49 0.3229
H -6.07 -5.29 1.12 0.3518
H -4.60 -5.47 2.11 0.3032
H -1.46 0.21 2.16 0.5417
H 0.05 0.05 1.25 0.3658
H -1.16 -0.29 -0.82 0.3434
H -2.67 0.25 -0.08 0.6133
H -2.70 -1.67 1.42 0.5645
H -1.13 -2.22 0.83 0.6683
H -1.99 -2.89 -1.25 0.6433
```

[3]
# C20H28N8O2S

One molecule with the formula C20H28N8O2S (ωB97M-V with the def2-TZVPD basis set, the Open Molecules 2025 dataset).

* E_LUMO: 0.7 eV
* Kohn-Sham gap: 8.1 eV
* energy above the lowest of the compared OMol25 structures with the same formula, charge and spin: 19.8 kJ/mol

```
59
Properties=species:S:1:pos:R:3:mulliken_charge:R:1
C -2.87 1.96 4.97 -0.9942
C -1.69 2.89 5.24 -0.7200
N -0.51 2.72 4.42 0.0058
C -0.71 3.00 3.01 -0.6238
C 0.67 3.09 2.34 -1.2034
N 1.37 1.83 2.48 0.0225
C 1.17 0.75 1.67 0.4083
N 1.23 -0.48 2.16 -0.5330
C 1.15 -1.30 1.10 0.5236
C 1.06 -0.58 -0.07 0.0218
C 1.07 -1.22 -1.35 0.6779
O 1.12 -0.69 -2.45 -0.6488
N 1.03 -2.61 -1.22 0.0031
C 0.95 -3.34 -2.48 -1.0184
C 1.08 -3.36 -0.06 0.8403
O 1.07 -4.58 -0.08 -0.7120
N 1.17 -2.66 1.12 -0.0340
C 1.27 -3.37 2.38 -1.0983
N 1.07 0.76 0.31 -0.0849
C 0.84 1.80 -0.67 -1.5772
C -0.63 2.19 -0.78 -0.5022
S -1.70 0.75 -1.09 -0.2864
C -1.34 0.45 -2.78 0.4262
N -0.68 1.39 -3.44 -0.3273
C -0.39 1.11 -4.70 -0.3414
C -0.78 -0.07 -5.30 -0.7661
C -1.52 -0.97 -4.53 1.0409
C -2.02 -2.26 -5.07 -1.4822
N -1.80 -0.69 -3.26 -0.4317
C 1.53 1.52 3.89 -1.1632
C 0.16 1.44 4.58 -0.6179
H -3.68 2.18 5.65 0.4122
H -3.23 2.08 3.95 0.2479
H -2.58 0.92 5.11 0.2813
H -1.37 2.77 6.28 0.3972
H -2.02 3.93 5.12 0.3789
H -1.23 3.96 2.92 0.4908
H -1.30 2.22 2.50 0.3975
H 0.58 3.38 1.30 0.3754
H 1.27 3.84 2.86 0.4639
H 0.03 -3.05 -3.00 0.1356
H 1.80 -3.07 -3.11 0.3032
H 0.95 -4.40 -2.26 0.4177
H 2.23 -3.15 2.85 0.3100
H 1.19 -4.43 2.17 0.3872
H 0.47 -3.04 3.04 0.3148
H 1.46 2.67 -0.44 0.5215
H 1.16 1.39 -1.63 0.6323
H -1.02 2.63 0.13 0.3742
H -0.76 2.88 -1.62 0.5129
H 0.17 1.87 -5.23 0.4368
H -0.52 -0.30 -6.33 0.4294
H -1.19 -2.85 -5.46 0.3421
H -2.53 -2.82 -4.29 0.3177
H -2.71 -2.07 -5.89 0.4593
H 2.05 0.56 3.98 0.5496
H 2.12 2.32 4.34 0.4140
H 0.30 1.25 5.65 0.5113
H -0.40 0.60 4.14 0.3815
```

[4]
# C20H28NO3Sc

C20H28NO3Sc as an isolated structure (ωB97M-V with the def2-TZVPD basis set, the Open Molecules 2025 dataset).

* E_LUMO: 0.1 eV
* Kohn-Sham gap: 7.0 eV
* energy above the lowest of the compared OMol25 structures with the same formula, charge and spin: 0.0 kJ/mol

```
53
Properties=species:S:1:pos:R:3:mulliken_charge:R:1
O -2.21 -4.76 0.29 -0.3102
C -2.51 -4.81 1.70 -0.1403
C -1.41 -5.85 1.95 -1.0711
H -3.57 -5.11 1.73 0.3431
H -2.28 -3.88 2.29 0.0552
C -1.19 -5.75 0.42 1.5541
H -1.82 -6.79 2.22 0.3696
H -0.52 -5.49 2.46 0.3309
C -1.36 -6.99 -0.38 -1.8704
H -2.40 -7.33 -0.48 0.3822
H -0.78 -7.80 0.11 0.4153
H -1.02 -6.85 -1.40 0.3968
C 0.17 -5.17 0.16 -1.4156
H 0.31 -4.37 0.92 0.2031
H 0.20 -4.70 -0.84 0.3350
H 0.86 -6.04 0.12 0.4225
Sc -2.03 0.22 -0.41 0.7168
C 0.15 0.55 1.57 -0.7467
C -1.02 1.25 2.01 -0.6136
C -2.06 0.29 2.25 -1.0978
H -1.08 2.30 2.23 0.6073
C -1.54 -1.01 1.92 -0.1050
C -0.17 -0.84 1.52 -0.3358
H 0.51 -1.64 1.31 0.6266
H 1.12 0.98 1.43 0.5074
H -3.01 0.49 2.72 0.4876
H -2.02 -1.94 2.12 0.2549
C 0.06 0.88 -2.19 -0.4666
C 0.82 -0.05 -1.41 -0.8280
C 0.11 -1.31 -1.38 -0.2588
H 1.78 0.14 -0.93 0.4951
C -1.07 -1.16 -2.22 -0.1468
C -1.11 0.21 -2.67 -1.0609
H -1.89 0.65 -3.31 0.4335
H 0.35 1.91 -2.39 0.5916
H 0.43 -2.24 -0.90 0.4349
H -1.66 -1.99 -2.62 0.5626
O -3.64 -1.16 -0.91 0.0598
C -4.13 -2.60 -1.38 -0.1210
C -5.68 -2.62 -1.52 -0.4957
H -3.82 -3.33 -0.63 -0.0938
H -3.68 -2.78 -2.37 0.3305
C -6.12 -1.16 -1.31 -0.6270
H -6.19 -3.28 -0.79 0.2459
H -5.96 -2.96 -2.55 0.2949
C -4.83 -0.31 -1.23 -0.6718
H -6.70 -1.08 -0.38 0.2687
H -6.78 -0.83 -2.13 0.3052
H -4.94 0.45 -0.46 0.4962
H -4.63 0.16 -2.20 0.4336
O -0.42 4.27 -0.41 -0.6220
C -1.16 3.33 -0.35 0.8812
N -1.88 2.35 -0.30 -0.7428
```

[5]
# C20H29B2Br30N2O7PS

C20H29B2Br30N2O7PS as an isolated structure (ωB97M-V with the def2-TZVPD basis set, the Open Molecules 2025 dataset).

* E_LUMO: -0.4 eV
* Kohn-Sham gap: 8.4 eV
* energy above the lowest of the compared OMol25 structures with the same formula, charge and spin: 0.0 kJ/mol

```
92
Properties=species:S:1:pos:R:3:mulliken_charge:R:1
C 2.57 0.03 2.98 -1.4777
C 1.34 0.54 3.28 -1.2928
C 0.54 1.53 2.46 2.3523
P 0.58 3.03 3.50 0.8931
O -0.63 4.06 3.16 -0.6175
O 1.92 3.82 3.13 -0.4974
S 0.53 2.66 5.40 -0.4395
C 0.94 1.67 0.96 -0.1925
B 2.26 2.49 0.51 1.5442
C 2.26 4.01 0.11 -0.3344
O 3.47 1.87 0.47 -0.5812
C -0.35 2.22 0.36 -1.0296
O -0.50 2.86 -0.66 -0.4503
N -1.42 1.84 1.20 -0.2175
C -0.93 0.96 2.24 0.1699
C -0.99 -0.54 1.84 -1.2671
C -0.88 -0.84 0.35 -0.8390
O -1.64 -2.07 0.10 -0.4414
C -1.64 -2.29 -1.23 0.3226
O -0.73 -2.79 -1.82 -0.4463
B -1.95 1.07 3.48 0.6297
N -1.81 0.25 4.66 -0.6410
O -3.01 1.95 3.40 -0.6649
H 3.46 0.64 2.90 0.4268
H 2.68 -1.05 2.87 0.2765
H 0.86 0.18 4.19 0.6513
H -0.38 4.59 2.39 0.3972
H 1.84 4.73 3.44 0.3597
H 1.18 0.64 0.68 -0.0905
H 1.86 4.03 -0.91 -0.0053
H 1.56 4.55 0.74 0.1065
H 3.25 4.43 0.16 0.1853
H 3.43 0.92 0.32 -0.1331
H -1.86 2.69 1.53 0.4888
H -1.98 -0.91 2.15 0.6137
H -0.27 -1.16 2.36 0.3365
H 0.15 -1.08 0.10 0.3077
H -1.30 -0.07 -0.28 0.4355
H -2.53 -1.95 -1.79 0.5162
H -1.10 -0.46 4.57 0.2430
H -1.62 0.79 5.49 0.2847
H -3.17 2.30 4.28 0.3278
C -2.01 -5.04 -4.71 -0.2236
Br -0.45 -3.93 -4.92 -0.0225
Br -3.50 -4.04 -4.02 -0.0215
Br -2.46 -5.93 -6.35 -0.0446
H -1.76 -5.80 -3.99 0.2826
C 3.22 2.62 8.52 -0.3209
Br 3.41 1.44 7.02 0.0084
Br 1.69 2.16 9.59 -0.0419
Br 4.83 2.72 9.56 -0.0106
H 3.03 3.61 8.12 0.3514
C -3.23 4.27 -2.77 0.0211
Br -1.69 5.41 -2.97 -0.0514
Br -4.72 5.24 -2.03 -0.0355
Br -3.69 3.40 -4.42 0.0579
H -2.96 3.50 -2.06 -0.0097
C 2.97 2.19 -3.63 -0.4049
Br 2.77 0.39 -2.95 -0.0494
Br 1.42 3.26 -3.24 0.0006
Br 4.59 3.01 -2.99 -0.0628
H 3.05 2.12 -4.70 0.3962
C 5.49 -1.54 -1.13 0.0331
Br 4.60 -1.11 0.53 0.0666
Br 7.36 -1.10 -1.05 0.0003
Br 5.20 -3.38 -1.62 -0.0060
H 5.04 -0.93 -1.89 -0.0756
C -2.80 -9.59 -5.53 0.0493
Br -2.47 -10.73 -7.05 -0.0345
Br -4.27 -10.22 -4.46 0.0305
Br -1.21 -9.34 -4.47 -0.0090
H -3.08 -8.62 -5.91 -0.0568
C -7.09 0.99 -5.78 -0.3646
Br -8.02 2.35 -4.79 -0.0074
Br -6.09 1.73 -7.24 -0.0424
Br -5.99 -0.09 -4.63 -0.0006
H -7.84 0.33 -6.21 0.3739
C -5.23 -8.27 -0.72 -0.3694
Br -3.93 -9.24 0.32 -0.0097
Br -4.38 -7.16 -2.05 0.1057
Br -6.53 -9.45 -1.50 -0.0320
H -5.75 -7.61 -0.04 0.3266
C 8.29 4.77 7.87 -0.2979
Br 6.98 3.86 6.81 0.0161
Br 8.08 6.68 7.77 -0.0106
Br 8.30 4.16 9.69 -0.0341
H 9.26 4.54 7.45 0.3167
C -0.86 -0.87 -7.30 -0.2895
Br 0.60 0.04 -6.43 0.0353
Br -2.53 -0.57 -6.40 0.1046
Br -0.96 -0.42 -9.17 -0.0321
H -0.65 -1.93 -7.24 0.1843
```

[6]
# C20H29B2Cl2F4N10O5SSeZr

C20H29B2Cl2F4N10O5SSeZr as an isolated structure (ωB97M-V with the def2-TZVPD basis set, the Open Molecules 2025 dataset).

* E_LUMO: -4.0 eV
* Kohn-Sham gap: 6.8 eV
* energy above the lowest of the compared OMol25 structures with the same formula, charge and spin: 87.4 kJ/mol
* total charge: +1

```
75
Properties=species:S:1:pos:R:3:mulliken_charge:R:1
Zr -0.03 -0.38 -0.13 -0.4815
C -2.22 3.70 -0.78 -1.9717
C -1.30 2.53 -0.78 0.2789
N -1.65 1.31 -0.64 1.0788
O -2.96 1.06 -0.37 -0.6365
B -3.59 -0.02 -1.22 0.7786
F -4.80 -0.27 -0.62 -0.3608
F -3.64 0.42 -2.52 -0.3423
O -2.82 -1.30 -1.15 -0.7340
N -1.55 -1.16 -1.64 1.1724
C -1.23 -1.68 -2.75 0.1307
C -2.14 -2.42 -3.66 -1.9820
C 0.20 -1.40 -3.11 0.7005
N 0.87 -0.79 -2.19 1.6824
O 2.15 -0.45 -2.48 -0.8353
B 2.34 1.04 -2.50 0.9869
F 1.37 1.59 -3.34 -0.4008
F 3.63 1.28 -2.83 -0.3513
O 2.15 1.60 -1.10 -0.5439
N 0.85 1.65 -0.70 0.8849
C 0.16 2.68 -1.04 0.9265
C 0.70 3.89 -1.70 -2.2889
C 0.74 -1.76 -4.44 -1.9611
H -3.24 3.38 -0.61 0.3836
H -2.16 4.21 -1.74 0.4408
H -1.91 4.41 -0.01 0.3925
H -3.13 -2.49 -3.22 0.3774
H -1.74 -3.42 -3.84 0.3733
H -2.21 -1.90 -4.62 0.3766
H 1.79 3.86 -1.70 0.3338
H 0.34 4.78 -1.19 0.6087
H 0.36 3.92 -2.73 0.3623
H 0.70 -2.85 -4.57 0.4210
H 1.76 -1.41 -4.55 0.3939
H 0.11 -1.32 -5.22 0.3876
N 0.66 0.87 3.67 -0.5033
N 1.78 0.24 4.21 -0.0826
C 2.24 -0.93 3.81 0.9049
N 3.08 -1.62 4.57 -0.4409
S 1.74 -1.73 2.33 -0.2976
H -0.02 0.15 3.44 0.2484
H 0.95 1.29 2.79 0.1452
H 2.19 0.70 5.01 0.2269
H 3.24 -1.39 5.54 0.2151
H 3.57 -2.40 4.18 0.2565
Cl 3.09 2.16 1.90 -0.2337
C 3.87 0.86 1.05 1.3151
C 5.17 1.06 0.64 -0.4610
C 5.82 0.08 -0.09 -0.7049
C 5.17 -1.09 -0.41 -0.6160
C 3.86 -1.28 0.01 0.7447
Cl 3.07 -2.76 -0.42 -0.1302
C 3.16 -0.31 0.74 -1.5536
N 1.80 -0.51 1.15 0.0169
H 5.66 2.00 0.88 0.4936
H 6.84 0.24 -0.42 0.4177
H 5.65 -1.86 -0.98 0.4907
C -3.10 -2.16 1.69 -0.9192
N -3.34 -0.79 2.14 0.4035
C -4.71 -0.44 2.54 -1.0311
C -2.41 0.13 2.06 0.7176
C -2.67 1.51 2.58 -1.7244
O -1.24 -0.15 1.60 -0.5316
H -3.62 -2.83 2.37 0.5518
H -2.04 -2.38 1.70 0.0945
H -3.48 -2.29 0.68 0.2969
H -5.26 -1.36 2.67 0.3556
H -5.18 0.14 1.75 0.3244
H -4.71 0.12 3.47 0.3826
H -3.57 1.92 2.14 0.5642
H -1.82 2.15 2.33 0.2512
H -2.78 1.49 3.67 0.4947
Se -0.29 -5.04 -1.21 -0.0783
C -0.18 -3.55 -0.32 0.0888
N -0.10 -2.51 0.22 -0.2745
```

[7]
# C20H29Br2Cl4F12N5O2PS

A 2-piece molecular cluster, C20H29Br2Cl4F12N5O2PS overall (ωB97M-V with the def2-TZVPD basis set, the Open Molecules 2025 dataset).

* E_LUMO: -2.7 eV
* Kohn-Sham gap: 9.5 eV
* total charge: +1

```
76
Properties=species:S:1:pos:R:3:mulliken_charge:R:1
C 0.55 1.51 4.62 -1.3205
C -0.72 0.69 4.45 -0.6974
C -0.94 0.25 2.99 0.4205
C -2.18 -0.64 2.89 -0.8557
C -2.69 -0.96 1.47 -1.2055
N -2.02 -0.22 0.39 0.1117
C -2.05 1.06 -0.01 0.3916
N -2.81 2.08 0.49 0.3286
N -2.56 3.36 -0.08 -0.2071
C -1.30 3.99 0.34 -0.9786
C -2.84 3.48 -1.47 0.9102
C -4.07 2.80 -2.01 -1.2707
O -2.12 4.17 -2.16 -0.5703
P -4.02 1.94 1.75 0.2326
C -5.30 3.09 1.19 -1.0515
O -3.36 2.83 2.96 -0.5818
N -1.20 1.27 -1.03 -0.2944
C -0.65 0.09 -1.27 0.2846
C 0.37 -0.11 -2.34 -1.2674
C 1.69 -0.73 -1.87 -0.7870
C 2.91 -0.25 -2.67 0.7158
F 3.68 0.50 -1.84 -0.3815
F 2.58 0.54 -3.70 -0.3056
C 3.85 -1.42 -3.12 0.5194
F 3.95 -2.30 -2.11 -0.2647
F 5.07 -0.92 -3.34 -0.2692
S 3.33 -2.34 -4.71 1.4037
F 3.66 -1.04 -5.54 -0.2862
F 1.81 -1.85 -4.51 -0.3365
F 2.97 -3.65 -3.90 -0.3084
F 4.80 -2.87 -4.90 -0.2939
F 2.90 -3.05 -6.03 -0.2854
N -1.12 -0.84 -0.45 0.3811
C -0.77 -2.25 -0.40 -1.8839
C 0.20 -2.58 0.75 0.7280
C 0.41 -4.08 0.92 0.1917
F 0.35 -4.71 -0.28 -0.3811
Br 2.17 -4.39 1.67 -0.0050
C -0.68 -4.75 1.81 0.5494
F -0.68 -6.05 1.60 -0.2140
F -1.89 -4.27 1.43 -0.2368
Br -0.51 -4.42 3.70 -0.0668
H 0.51 2.43 4.03 0.2758
H 1.45 0.94 4.35 0.3332
H 0.68 1.81 5.66 0.4153
H -1.57 1.31 4.73 0.2904
H -0.74 -0.17 5.12 0.4235
H -0.04 -0.31 2.70 0.3060
H -1.03 1.16 2.39 -0.1428
H -2.99 -0.19 3.46 0.6594
H -1.95 -1.59 3.37 0.3022
H -2.60 -2.02 1.26 0.5520
H -3.75 -0.73 1.40 0.5522
H -1.24 3.98 1.43 0.3272
H -1.33 5.03 0.02 0.3895
H -0.42 3.52 -0.10 0.3119
H -4.40 1.93 -1.45 0.2685
H -4.87 3.54 -2.07 0.3709
H -3.84 2.50 -3.03 0.3338
H -5.02 3.72 0.36 0.2556
H -6.19 2.50 0.96 0.3484
H -5.52 3.74 2.04 0.4183
H -2.42 3.01 2.84 0.3326
H 0.51 0.87 -2.81 0.6580
H -0.08 -0.74 -3.12 0.3046
H 1.63 -1.82 -1.95 0.3799
H 1.89 -0.52 -0.82 0.6485
H -0.37 -2.53 -1.37 0.6316
H -1.68 -2.83 -0.27 0.4748
H 1.17 -2.12 0.57 0.4157
H -0.21 -2.19 1.68 -0.4133
C 8.73 0.57 -1.42 0.3412
Cl 7.20 0.17 -2.20 -0.0209
Cl 8.42 1.50 0.05 -0.1068
Cl 9.58 -0.92 -1.00 -0.1023
Cl 9.72 1.53 -2.52 -0.0967
```

Taking the records one at a time from the top gives HOMO values of -8.75, -11.22, -7.44, -6.98, -8.83, -10.82, -12.25 eV.
Taking the records one at a time from the top gives max |F| values of 0.0185, 0.0473, 0.0296, 0.0815, 0.0367, 0.0165, 0.0202 hartree/bohr.